Here is a molecular structure, C18H14F5IN2STc from the Open Molecules 2025 dataset. Energies are from ωB97M-V/def2-TZVPD.

Element x y z (Å)
C  1.469  0.711  2.048
C  1.309  -0.842  2.131
H  2.562  0.881  2.169
H  0.841  0.859  3.136
H  1.007  1.584  1.515
H  1.380  -1.676  1.415
H  2.444  -0.951  2.609
H  0.533  -1.093  2.881
C  0.636  2.542  -1.626
C  0.849  3.362  -2.736
C  0.812  2.809  -4.032
C  0.590  1.403  -4.211
H  0.711  2.861  -0.596
H  1.032  4.444  -2.567
H  0.931  3.418  -4.909
H  0.550  0.909  -5.161
N  0.323  1.193  -1.799
C  0.359  0.605  -3.044
C  0.212  -0.799  -3.041
N  0.065  -1.350  -1.797
C  0.076  -2.744  -1.611
C  0.168  -3.074  -3.990
C  0.104  -3.563  -2.687
H  0.075  -3.043  -0.546
H  0.054  -4.696  -2.504
C  0.251  -1.625  -4.201
H  0.301  -1.158  -5.146
H  0.141  -3.680  -4.855
Tc  0.309  -0.097  -0.492
I  3.060  -0.308  -0.668
F  -1.950  0.436  6.460
C  -1.986  0.344  5.118
C  -1.903  1.514  4.355
F  -1.858  2.721  4.958
C  -1.839  1.408  2.959
F  -1.866  2.548  2.222
C  -1.769  0.156  2.325
S  -1.689  0.046  0.537
C  -1.967  -0.977  3.117
F  -2.120  -2.180  2.519
C  -2.047  -0.892  4.496
F  -2.160  -2.007  5.250

Properties
- Charge: +2
- E: -56572.47593 eV
- 2S+1: 4
- Orbital gap (spin up / spin down): 5.9 / 2.6 eV
- HOMO (spin up / spin down): -14.36 / -14.65 eV
- <S²>: 3.808
- Energy relative to the best compared isomer or geometry (same formula, charge and spin): 0.0 kcal per mole
- E_LUMO (spin up / spin down): -8.5 / -12.1 eV

***

Here is a molecular structure, C67H82BBrCl2IrN2O2PSi from the Open Molecules 2025 dataset. Energies are from ωB97M-V/def2-TZVPD.

Element x y z (Å)
Ir  -0.724  1.130  -0.464
Cl  1.006  -0.459  7.233
C  1.284  -0.078  5.574
C  2.490  0.509  5.214
C  2.719  0.776  3.868
Cl  4.189  1.562  3.429
C  1.792  0.476  2.828
O  2.009  0.686  1.620
C  0.512  -0.093  3.277
C  -0.464  -0.352  2.311
O  -0.369  -0.125  1.051
C  0.299  -0.358  4.643
H  3.237  0.759  5.947
H  -1.408  -0.765  2.685
H  -0.637  -0.790  4.957
C  6.221  1.634  -1.178
C  5.623  1.392  -2.405
C  4.247  1.273  -2.508
C  3.450  1.387  -1.372
C  4.055  1.648  -0.149
C  5.431  1.760  -0.049
P  1.614  1.401  -1.475
C  1.347  0.595  -3.104
C  0.567  1.113  -4.132
C  0.339  0.362  -5.275
C  0.886  -0.902  -5.410
C  1.669  -1.420  -4.390
C  1.888  -0.680  -3.245
C  1.355  3.178  -1.817
C  2.376  4.099  -1.901
C  2.105  5.422  -2.268
C  0.831  5.788  -2.612
C  -0.236  4.868  -2.537
C  -1.528  5.203  -2.981
C  -2.528  4.268  -2.924
C  -2.307  3.031  -2.312
C  -1.079  2.647  -1.783
C  0.005  3.563  -2.027
H  7.297  1.718  -1.107
H  6.232  1.307  -3.293
H  3.800  1.109  -3.477
H  3.438  1.738  0.729
H  5.883  1.955  0.914
H  0.132  2.097  -4.047
H  -0.280  0.765  -6.063
H  0.708  -1.479  -6.307
H  2.097  -2.407  -4.481
H  2.475  -1.086  -2.436
H  3.397  3.811  -1.695
H  2.917  6.135  -2.319
H  0.622  6.795  -2.944
H  -1.696  6.189  -3.389
H  -3.508  4.500  -3.320
H  -3.141  2.348  -2.250
C  -7.224  0.280  -1.724
C  -5.765  0.113  -2.152
C  -5.666  0.116  -3.680
C  -5.165  -1.156  -1.596
C  -5.706  -2.360  -2.023
C  -5.175  -3.569  -1.627
C  -4.039  -3.563  -0.851
C  -3.467  -2.377  -0.401
C  -2.194  -2.490  0.386
C  -1.159  -3.314  -0.381
C  -2.445  -3.110  1.761
C  -4.072  -1.151  -0.709
N  -3.757  0.083  -0.028
B  -2.790  1.170  -0.071
N  -3.430  2.264  0.667
C  -4.543  1.740  1.276
C  -4.737  0.464  0.867
C  -3.131  3.668  0.687
C  -3.940  4.615  0.010
C  -3.423  5.885  -0.238
C  -2.177  6.280  0.195
C  -1.504  5.430  1.039
C  -1.981  4.155  1.332
C  -1.229  3.517  2.484
C  0.165  3.076  2.049
C  -1.964  2.418  3.242
C  -5.414  4.529  -0.360
C  -5.924  3.267  -1.030
C  -6.251  4.858  0.886
H  -7.629  1.205  -2.127
H  -7.309  0.308  -0.640
H  -7.830  -0.543  -2.093
H  -5.185  0.956  -1.785
H  -6.257  -0.690  -4.110
H  -4.633  -0.007  -3.998
H  -6.042  1.057  -4.078
H  -6.571  -2.356  -2.672
H  -5.632  -4.499  -1.936
H  -3.587  -4.502  -0.574
H  -1.780  -1.492  0.503
H  -1.485  -4.340  -0.535
H  -0.237  -3.335  0.188
H  -0.947  -2.861  -1.345
H  -2.912  -4.091  1.670
H  -3.102  -2.474  2.353
H  -1.499  -3.230  2.286
H  -5.121  2.293  1.990
H  -5.517  -0.217  1.154
H  -4.022  6.589  -0.798
H  -1.783  7.254  -0.051
H  -0.590  5.759  1.511
H  -1.095  4.336  3.203
H  0.091  2.185  1.417
H  0.774  2.839  2.919
H  0.664  3.850  1.471
H  -2.073  1.525  2.639
H  -2.947  2.769  3.551
H  -1.396  2.162  4.135
H  -5.589  5.342  -1.074
H  -5.882  2.419  -0.357
H  -5.345  3.063  -1.924
H  -6.964  3.409  -1.318
H  -6.280  4.016  1.573
H  -7.273  5.091  0.595
H  -5.839  5.716  1.412
C  5.162  -1.619  2.253
C  5.311  -2.626  1.110
C  5.591  -1.794  -0.147
C  6.525  -3.516  1.381
Si  3.676  -3.671  0.939
Br  2.249  -2.158  0.086
C  3.740  -5.072  -0.422
C  4.430  -6.326  0.118
C  2.335  -5.446  -0.909
C  4.512  -4.604  -1.660
C  2.875  -4.245  2.624
C  1.748  -5.261  2.408
C  3.929  -4.890  3.525
C  2.242  -3.063  3.365
H  6.035  -0.968  2.287
H  5.078  -2.102  3.224
H  4.292  -0.985  2.093
H  6.481  -1.186  0.014
H  4.770  -1.115  -0.363
H  5.770  -2.406  -1.025
H  7.408  -2.896  1.537
H  6.725  -4.170  0.536
H  6.386  -4.131  2.267
H  3.868  -6.768  0.936
H  5.433  -6.106  0.474
H  4.512  -7.076  -0.669
H  1.720  -5.856  -0.116
H  2.405  -6.202  -1.690
H  1.823  -4.581  -1.325
H  5.569  -4.465  -1.446
H  4.101  -3.675  -2.049
H  4.440  -5.356  -2.446
H  2.118  -6.199  2.003
H  0.984  -4.863  1.744
H  1.273  -5.488  3.362
H  4.431  -5.715  3.025
H  3.460  -5.283  4.426
H  4.678  -4.167  3.835
H  1.424  -2.632  2.791
H  2.949  -2.268  3.579
H  1.832  -3.399  4.318

Properties
- Charge: 0
- E: -193655.21082 eV
- 2S+1: 5
- Orbital gap (spin up / spin down): 6.4 / 5.1 eV
- HOMO (spin up / spin down): -5.92 / -7.53 eV
- <S²>: 6.032
- E_LUMO (spin up / spin down): 0.5 / -2.4 eV

***

Here is 4 unconnected molecules or ions with the total composition C2H13NO3 from the Open Molecules 2025 dataset. Energies are from ωB97M-V/def2-TZVPD.

Element x y z (Å)
C  2.123  1.422  -0.712
C  2.020  0.253  0.299
N  0.741  0.368  0.994
H  2.042  2.344  -0.128
H  3.089  1.403  -1.180
H  1.379  1.489  -1.523
H  2.075  -0.669  -0.244
H  2.884  0.467  0.949
H  0.483  -0.615  1.177
H  0.638  0.942  1.817
O  -1.301  -2.523  1.424
H  -1.600  -3.404  1.176
H  -2.102  -1.967  1.226
O  -1.523  1.040  -0.698
H  -0.781  0.913  -0.049
H  -1.207  1.783  -1.220
O  -3.038  -1.432  -0.883
H  -3.646  -0.990  -1.474
H  -2.275  -0.823  -0.952

Properties
- Charge: 0
- E: -9917.53515 eV
- Orbital gap: 10.6 eV
- HOMO: -9.68 eV
- Energy relative to the best compared isomer or geometry (same formula, charge and spin): 15.6 kcal per mole
- E_LUMO: 0.9 eV

***

Here is 2 unconnected molecules or ions with the total composition C3H5N3 from the Open Molecules 2025 dataset. Energies are from ωB97M-V/def2-TZVPD.

Element x y z (Å)
C  -1.798  -0.505  0.014
C  -0.477  -1.119  -0.118
N  0.504  -1.730  -0.194
N  2.646  0.114  -0.298
N  1.684  0.858  -0.111
C  0.623  1.412  -0.113
H  -1.822  0.174  0.869
H  -2.057  0.059  -0.884
H  -2.531  -1.301  0.168
H  2.857  -0.396  0.563
H  0.371  2.435  0.103

Properties
- Charge: 0
- E: -7658.76419 eV
- Orbital gap: 9.8 eV
- HOMO: -9.02 eV
- Energy relative to the best compared isomer or geometry (same formula, charge and spin): 85.1 kcal per mole
- E_LUMO: 0.8 eV

***

Here is a molecular structure, C39H42N8S5Sb3Tc from the Open Molecules 2025 dataset. Energies are from ωB97M-V/def2-TZVPD.

Element x y z (Å)
Tc  0.646  0.304  -0.878
C  0.183  -2.312  2.917
C  -0.647  -1.371  3.767
C  -1.938  -0.957  3.086
Sb  -1.665  0.552  1.528
C  -1.009  2.294  2.606
C  -1.752  3.461  2.429
C  -1.445  4.581  3.192
C  -0.396  4.540  4.102
C  0.351  3.378  4.258
C  0.057  2.253  3.500
C  -3.746  1.075  1.249
C  -4.335  1.502  2.433
C  -5.684  1.831  2.414
C  -6.411  1.735  1.234
C  -5.798  1.313  0.063
C  -4.449  0.980  0.061
Sb  0.299  -1.936  0.776
C  1.898  -3.308  0.441
C  2.997  -3.273  1.295
C  3.952  -4.277  1.218
C  3.813  -5.297  0.285
C  2.738  -5.300  -0.594
C  1.778  -4.300  -0.527
C  -1.435  -3.005  0.149
C  -2.517  -2.356  -0.433
C  -3.598  -3.085  -0.904
C  -3.601  -4.468  -0.778
C  -2.547  -5.113  -0.144
C  -1.454  -4.389  0.312
H  -0.268  -3.307  2.893
H  1.197  -2.416  3.297
H  -0.076  -0.499  4.082
H  -0.908  -1.903  4.688
H  -2.627  -0.465  3.774
H  -2.444  -1.804  2.620
H  -2.596  3.483  1.746
H  -2.042  5.479  3.090
H  -0.165  5.413  4.698
H  1.158  3.349  4.977
H  0.672  1.369  3.598
H  -3.775  1.590  3.356
H  -6.156  2.163  3.329
H  -7.460  1.997  1.232
H  -6.369  1.242  -0.853
H  -3.973  0.655  -0.856
H  3.108  -2.482  2.028
H  4.788  -4.274  1.905
H  4.543  -6.094  0.247
H  2.632  -6.097  -1.319
H  0.932  -4.315  -1.205
H  -2.524  -1.269  -0.503
H  -4.436  -2.584  -1.372
H  -4.432  -5.042  -1.166
H  -2.575  -6.185  -0.001
H  -0.635  -4.901  0.803
N  -1.520  -1.340  -3.225
C  -0.242  -1.679  -3.366
N  0.033  -2.476  -4.375
C  1.291  -2.865  -4.559
N  1.605  -3.672  -5.548
N  2.297  -2.450  -3.741
C  1.962  -1.678  -2.759
N  0.708  -1.228  -2.464
C  3.036  -1.276  -1.838
C  4.333  -1.732  -2.011
C  5.287  -1.421  -1.057
C  4.896  -0.666  0.040
C  3.595  -0.217  0.122
N  2.665  -0.502  -0.806
H  -2.167  -1.673  -3.923
H  -1.815  -0.645  -2.572
H  0.906  -4.015  -6.188
H  2.563  -3.965  -5.657
H  4.565  -2.328  -2.881
H  6.309  -1.763  -1.155
H  5.595  -0.415  0.826
H  3.279  0.396  0.953
S  -0.713  4.807  -4.237
Sb  -0.601  3.441  -5.982
S  -1.150  1.508  -1.691
S  0.509  1.969  -2.796
S  0.279  1.305  -4.682
S  1.394  2.014  0.502
C  1.397  3.631  -0.228
N  2.461  4.048  -0.877
C  2.594  5.423  -1.382
C  1.767  6.353  -0.507
C  0.341  5.829  -0.413
N  0.371  4.416  -0.005
H  3.244  3.421  -0.978
H  2.243  5.460  -2.414
H  3.645  5.701  -1.364
H  1.764  7.356  -0.928
H  2.204  6.409  0.492
H  -0.169  5.908  -1.375
H  -0.237  6.384  0.323
H  -0.379  4.072  0.580

Properties
- Charge: +4
- E: -128998.86437 eV
- Orbital gap (spin up / spin down): 5.5 / 5.5 eV
- HOMO (spin up / spin down): -18.19 / -18.19 eV
- Energy relative to the best compared isomer or geometry (same formula, charge and spin): 0.0 kcal per mole
- E_LUMO (spin up / spin down): -12.7 / -12.7 eV

***

Here is a molecular structure, C9H8N2 from the Open Molecules 2025 dataset. Energies are from ωB97M-V/def2-TZVPD.

Element x y z (Å)
C  -0.524  -1.262  0.084
C  -1.831  -1.085  -0.066
C  -2.444  0.222  0.150
C  -1.427  1.226  0.424
C  -0.074  1.185  0.030
C  0.896  2.097  -0.384
C  2.212  1.597  -0.707
C  1.738  -0.513  -0.272
C  0.414  -0.185  -0.173
H  0.826  -2.591  1.195
H  -0.728  -3.287  0.195
H  -2.417  -1.931  0.149
H  -3.604  0.546  0.118
H  -1.692  2.368  1.229
H  0.960  3.256  -0.317
H  3.044  2.190  -0.900
H  1.970  -1.555  -0.235
N  0.050  -2.582  0.290
N  2.632  0.305  -0.811

Properties
- Charge: 0
- E: -12438.56846 eV
- Orbital gap: 7.9 eV
- HOMO: -7.96 eV
- Energy relative to the best compared isomer or geometry (same formula, charge and spin): 106.5 kcal per mole
- E_LUMO: -0.1 eV

***

Q: What is the charge in the first record?
A: +2